Formula: C5H5NO2
Source: the OMol25 dataset
Level of theory: ωB97M-V with the def2-TZVPD basis set

Results
- structure (SMILES) = Oc1occ2c1NC2
- frontier orbital gap (eV) = 8.70
- energy above the lowest of the compared OMol25 structures with the same formula, charge and spin (kJ/mol) = 639.8
- net charge = 0

Geometry (Å):
C (-0.18, -1.48, 0.29)
C (0.59, -0.40, -1.48)
C (0.23, 0.50, -0.71)
C (0.12, 1.87, -0.09)
C (-0.45, -0.11, 0.41)
H (-0.27, -3.38, 1.12)
H (1.60, -0.27, -2.24)
H (1.07, 2.31, 0.47)
H (-0.31, 2.63, -0.78)
H (-0.88, 1.36, 1.97)
N (-1.03, 1.29, 0.86)
O (-0.85, -2.46, 1.07)
O (0.34, -1.86, -0.90)

Formula: C11H21N5O
Source: the OMol25 dataset
Level of theory: ωB97M-V with the def2-TZVPD basis set

Results
- frontier orbital gap (eV) = 8.62
- energy above the lowest of the compared OMol25 structures with the same formula, charge and spin (kJ/mol) = 1146.4
- net charge = 0

Geometry (Å):
C (-3.93, -1.66, 1.27)
H (-4.13, -0.66, 1.46)
O (-2.66, -1.57, 0.35)
C (-2.96, -1.24, -0.96)
C (-3.33, 0.12, -1.18)
N (-2.59, 0.99, -0.11)
C (-1.33, 1.36, -0.07)
N (-0.99, 2.19, 0.73)
N (-2.13, 2.20, 1.48)
N (-2.97, 1.50, 0.99)
C (-0.35, 1.37, -1.33)
N (0.88, 0.73, -1.03)
C (0.87, -0.75, -0.23)
C (2.23, -1.14, 0.10)
C (3.17, -0.28, 0.62)
C (4.49, -0.91, 1.03)
H (5.27, -0.35, 1.45)
H (4.47, -1.84, 1.59)
H (5.08, -1.03, -0.13)
C (3.20, 1.07, 0.03)
C (1.79, 1.60, -0.36)
H (1.77, 2.59, -0.75)
H (1.42, 2.02, 0.76)
H (3.81, 1.81, 0.57)
H (3.65, 0.96, -1.31)
H (2.87, 0.01, 1.73)
H (2.10, -2.32, 0.66)
H (2.64, -1.34, -0.95)
H (0.09, -1.30, -0.52)
H (0.45, -0.38, 0.95)
H (-0.08, 2.21, -1.96)
H (-0.79, 0.43, -2.16)
H (-4.36, 0.52, -0.69)
H (-3.26, 0.51, -2.09)
H (-2.11, -1.48, -1.44)
H (-3.78, -1.57, -1.40)
H (-4.78, -2.17, 0.51)
H (-3.71, -2.19, 2.35)